Computed, not measured: a cluster of 10 separate species, C34H34F8N2O24 in total at a distorted geometry, with ωB97M-V with the def2-TZVPD basis set.

Properties
HOMO level in eV: -8.92
Energy in eV: -109667.25535
SMILES: O=C1OC[C@@H](F)O1.O=C1OC[C@@H](F)O1.O=C1OC[C@@H](F)O1.O=C1OC[C@@H](F)O1.O=C1OC[C@@H](F)O1.O=C1OC[C@@H](F)O1.O=C1OC[C@@H](F)O1.O=C1OC[C@@H](F)O1.c1ccncc1.c1ccncc1
Maximum force in eV/Å: 4.7
Kohn-Sham gap in eV: 9.141

CARTESIAN COORDINATES (ANGSTROEM)
O1 19.659 -0.996 17.628
C1 19.148 -0.417 16.715
O2 19.758 0.075 15.639
C2 18.911 0.687 14.712
C3 17.564 0.568 15.373
F1 16.691 -0.064 14.611
O3 17.773 -0.059 16.564
H1 19.253 1.703 14.516
H2 18.854 0.107 13.791
H3 17.252 1.605 15.495
O4 12.238 -4.399 19.428
C4 11.218 -4.124 20.033
O5 10.877 -4.601 21.272
C5 9.669 -4.196 21.671
C6 9.040 -3.480 20.394
F2 8.623 -2.157 20.613
O6 10.195 -3.482 19.471
H4 9.061 -5.053 21.959
H5 9.719 -3.631 22.602
H6 8.223 -4.002 19.896
O7 21.356 -5.893 16.298
C7 20.859 -5.165 15.492
O8 21.317 -4.854 14.345
C8 20.443 -4.174 13.587
C9 19.437 -3.632 14.542
F3 18.233 -3.741 14.040
O9 19.650 -4.564 15.658
H7 20.892 -3.479 12.878
H8 19.979 -4.875 12.893
H9 19.513 -2.633 14.970
O10 12.699 -1.222 17.107
C10 11.524 -1.556 16.871
O11 11.111 -2.685 16.332
C11 9.736 -2.794 16.302
C12 9.338 -1.338 16.293
F4 8.234 -1.021 16.992
O12 10.454 -0.879 17.086
H10 9.492 -3.325 15.383
H11 9.390 -3.344 17.177
H12 9.302 -0.834 15.327
O13 16.463 -9.759 18.457
C13 17.312 -8.908 18.546
O14 18.586 -9.072 18.263
C14 19.288 -8.048 18.947
C15 18.231 -6.908 18.957
F5 18.196 -6.271 17.748
O15 17.074 -7.708 19.126
H13 19.637 -8.318 19.944
H14 20.202 -7.719 18.452
H15 18.227 -6.169 19.758
O16 15.008 1.713 18.583
C16 16.020 1.064 18.855
O17 17.178 1.625 19.016
C17 18.027 0.813 19.804
C18 17.256 -0.525 19.845
F6 16.993 -0.892 21.103
O18 16.077 -0.271 19.121
H16 19.032 0.756 19.387
H17 18.199 1.321 20.753
H18 17.802 -1.331 19.356
O19 14.910 -3.401 11.740
C19 14.173 -4.140 12.355
O20 14.254 -4.316 13.667
C20 13.078 -4.937 14.086
C21 12.471 -5.508 12.826
F7 11.206 -5.070 12.858
O21 13.192 -4.906 11.874
H19 13.518 -5.664 14.768
H20 12.525 -4.130 14.566
H21 12.427 -6.597 12.818
O22 17.857 -3.913 19.362
C22 16.983 -3.674 18.528
O23 17.178 -3.063 17.418
C23 15.955 -2.978 16.694
C24 14.961 -3.929 17.436
F8 15.043 -5.123 16.778
O24 15.651 -4.135 18.610
H22 15.644 -1.945 16.854
H23 16.034 -3.201 15.630
H24 13.899 -3.692 17.500
C25 23.143 -4.395 20.395
C26 22.225 -4.260 19.349
C27 20.981 -4.887 19.419
N1 20.626 -5.656 20.457
C28 21.525 -5.886 21.468
C29 22.803 -5.235 21.449
H25 24.104 -3.902 20.389
H26 22.512 -3.688 18.478
H27 20.276 -4.799 18.606
H28 21.379 -6.587 22.277
H29 23.493 -5.483 22.242
C30 13.455 -7.264 19.845
C31 12.384 -7.978 19.271
C32 11.557 -8.852 20.082
N2 11.770 -8.995 21.428
C33 12.740 -8.153 21.919
C34 13.598 -7.278 21.216
H30 14.080 -6.571 19.301
H31 12.292 -7.983 18.195
H32 10.935 -9.560 19.554
H33 13.020 -8.433 22.924
H34 14.352 -6.683 21.711